{"formula": "C23H29BrN7O3", "method": "ωB97M-V/def2-TZVPD", "homo_energy_ev": -11.4, "orbital_gap_ev": 8.62, "total_charge": 1, "elements": ["C", "C", "C", "Br", "C", "N", "C", "N", "C", "C", "O", "N", "C", "C", "N", "N", "N", "N", "H", "H", "H", "H", "H", "H", "H", "H", "H", "H", "H", "H", "H", "H", "H", "H", "H", "H", "H", "H", "H", "C", "C", "C", "C", "C", "C", "C", "O", "C", "C", "C", "C", "C", "C", "C", "O", "H", "H", "H", "H", "H", "H", "H", "H"], "xyz": [[-2.8904, -3.1919, 3.8335], [-4.0432, -2.6760, 2.9476], [-3.8835, -3.0522, 1.4680], [-4.9002, -1.8089, 0.3774], [-2.4787, -3.0765, 1.0181], [-1.7812, -4.1817, 0.9936], [-0.5450, -3.8230, 0.5508], [0.4680, -4.6535, 0.4030], [0.4035, -6.0931, 0.6619], [-0.1708, -6.4559, 2.0203], [0.5071, -7.6284, 2.4445], [-0.5227, -2.5067, 0.2798], [0.5427, -1.6673, -0.2567], [1.6396, -1.2874, 0.7719], [1.5738, 0.1816, 0.8843], [1.4223, -2.0065, 2.0200], [2.9736, -1.6026, 0.2965], [-1.7657, -2.0302, 0.5882], [-2.7192, -4.2413, 3.6351], [-2.0012, -2.6103, 3.6120], [-3.1479, -3.0125, 4.8677], [-4.1061, -1.6034, 3.0780], [-4.9582, -3.1261, 3.3120], [-4.2561, -4.0548, 1.3317], [1.3385, -4.2739, 0.0780], [-0.1147, -6.5915, -0.1487], [1.4229, -6.4531, 0.6437], [-0.0259, -5.6646, 2.7490], [-1.2226, -6.6841, 1.9050], [-0.1310, -8.2850, 2.7205], [0.9504, -2.1825, -1.1172], [0.0797, -0.7682, -0.6393], [2.4160, 0.5308, 1.3212], [0.7607, 0.4211, 1.4406], [0.6138, -1.6366, 2.5047], [2.2036, -1.7839, 2.6290], [3.0051, -1.7777, -0.6954], [3.3516, -2.3929, 0.8024], [-2.0698, -1.0736, 0.4981], [-0.5143, 8.3775, -0.9597], [-0.2070, 8.7697, -2.2583], [0.3394, 7.8614, -3.1488], [0.5903, 6.5579, -2.7422], [0.2983, 6.1683, -1.4315], [-0.2623, 7.0807, -0.5466], [0.5939, 4.7884, -0.9617], [0.3303, 4.4379, 0.1720], [1.2253, 3.8393, -1.9217], [1.5562, 2.5631, -1.4864], [2.1299, 1.6623, -2.3644], [2.3698, 2.0283, -3.6861], [2.0453, 3.3012, -4.1234], [1.4792, 4.2133, -3.2415], [1.1622, 5.5906, -3.7200], [1.3675, 5.9088, -4.8708], [-0.9476, 9.0880, -0.2686], [-0.3960, 9.7864, -2.5753], [0.5748, 8.1600, -4.1607], [-0.4948, 6.7727, 0.4630], [1.3726, 2.2802, -0.4631], [2.3976, 0.6724, -2.0156], [2.8170, 1.3217, -4.3730], [2.2338, 3.5945, -5.1467]]}